# 1
Below is a cluster of 11 separate species, C39H65F3N3O11S3 in total at a distorted geometry, with properties calculated with ωB97M-V/def2-TZVPD.

The geometry in XYZ format:
```
124
Properties=species:S:1:pos:R:3:lowdin_charge:R:1
C -1.769 0.539 4.284 -0.2360
H 0.106 1.897 1.958 0.0755
H 1.589 -1.170 -0.348 0.0843
O 3.285 0.482 -4.059 -0.3000
H -2.112 0.550 7.794 0.1363
N 1.644 3.126 -0.104 -0.0007
C 1.574 -0.557 -6.764 -0.2268
C 3.477 1.338 -0.581 0.0433
H 5.633 -1.917 -0.304 0.0351
C -0.334 -4.758 3.755 -0.0173
C -1.731 1.954 6.381 -0.1775
H -2.037 1.624 -0.401 0.0252
H 0.452 -5.873 2.273 0.0416
O -4.026 5.934 -1.848 -0.2252
H -2.943 -2.778 3.445 0.0634
O 0.251 1.627 -1.749 -0.3137
H 0.356 -5.363 4.463 0.1385
H 1.075 1.580 -4.988 0.0604
C -1.232 4.532 -3.242 -0.2756
C -1.707 4.852 -1.925 -0.2358
C 3.806 -4.267 1.003 -0.2810
H -1.203 2.491 6.813 -0.0158
H 2.144 -3.687 -1.920 0.1411
C -2.271 -3.423 3.058 -0.0939
C -3.470 4.460 -3.812 -0.2282
H 3.055 3.304 3.856 0.1126
H -0.262 -0.878 -5.975 0.1445
C -2.362 1.056 0.373 0.0359
C 2.524 2.540 4.387 -0.0175
O 3.927 3.706 -0.158 0.0835
C -1.352 1.947 4.824 -0.1597
H -2.786 -3.632 0.930 0.0898
C -3.322 -4.037 -2.648 -0.0572
H 2.580 2.424 5.477 0.1233
H 1.368 2.419 0.654 0.0818
O 1.975 -0.047 5.704 0.1505
C -1.452 -3.831 4.060 -0.0733
H 3.555 1.117 3.317 0.1982
H 0.377 0.248 0.850 0.0942
H -2.525 2.709 -3.864 0.1563
H 3.558 0.764 0.224 0.0366
H -2.822 2.277 6.466 0.1679
C 2.137 0.057 4.494 -0.3231
H 0.990 2.608 -0.730 0.0535
O -0.596 -1.299 5.595 -0.2892
H -1.353 -3.421 -2.087 0.1143
H -2.875 0.636 4.032 0.1366
C 3.149 2.724 -0.288 -0.3220
H -0.993 5.520 -3.830 0.1778
H 1.513 -1.296 -7.485 0.0899
C 0.814 0.658 -4.896 -0.2593
H -0.510 0.692 7.388 0.0973
O -3.037 -1.082 5.840 -0.2793
H 3.374 -1.389 -6.058 0.0849
C -1.151 -5.035 1.543 -0.2534
H 4.422 1.635 -1.096 0.1409
C -3.743 -1.479 -3.807 -0.0379
C -0.241 -5.276 2.484 -0.0858
O 0.947 1.289 1.801 -0.3408
H -0.281 1.986 4.639 0.0611
S -3.456 4.739 -2.068 0.5371
C -2.192 3.814 -4.097 -0.2340
C -2.529 -1.771 -3.172 -0.0518
O -2.146 -1.249 0.208 0.0968
C 0.366 0.009 -6.112 -0.2060
H 2.063 1.266 2.949 0.0610
H 1.571 2.949 4.313 0.0603
C -1.555 -0.167 0.179 -0.3560
C 2.407 -1.319 -5.739 -0.2089
C 3.015 -3.588 -1.161 -0.0882
H 5.472 -3.052 1.801 0.1287
H -3.520 5.373 -4.357 0.1230
C 4.828 -3.330 0.926 0.0067
H 0.054 4.044 0.420 0.0910
O -3.890 3.627 -1.387 -0.2504
C 0.556 -1.454 -0.312 -0.0513
H 2.728 -1.389 2.915 0.0725
C 4.897 -2.528 -0.270 -0.0454
C -2.325 -3.087 -2.581 -0.0635
H -1.288 4.266 -1.063 0.0968
H 1.961 -2.221 -5.502 0.0842
H -3.045 -5.119 -2.293 0.1542
H 2.487 0.095 -7.183 0.1761
H 1.445 4.847 1.266 0.1170
H 0.057 0.504 -4.173 0.0850
C -4.657 -2.532 -3.926 0.0549
H -1.829 3.865 -5.115 0.1240
H 1.784 -1.903 4.165 -0.0203
C 1.095 4.422 0.284 -0.0175
H -1.847 2.820 4.299 0.1320
C -4.571 -3.836 -3.195 -0.2825
H -2.086 1.389 1.392 0.0896
H 2.544 1.106 -1.196 0.1113
F 3.706 -4.945 2.170 0.0454
H -0.260 4.334 -3.205 0.0635
H -1.873 5.908 -1.696 0.1078
H -1.940 -1.051 -3.001 0.0033
C -1.437 0.645 6.942 -0.2353
S -1.734 -0.489 5.683 0.6081
C -2.183 -3.995 1.753 0.0472
S 2.119 -0.296 -4.312 0.6462
H -3.436 0.936 0.252 0.1164
N 2.662 1.259 3.792 0.0527
N -0.083 -0.240 -0.034 0.0031
C 2.022 -1.214 3.641 0.0898
H -5.463 -2.182 -4.257 0.0233
H 0.496 -2.290 0.329 0.0850
H -4.241 3.830 -3.824 0.0648
H 0.202 -1.838 -1.275 0.0887
H 1.131 5.165 -0.459 0.0808
H 1.082 -0.894 3.070 0.1191
H 0.126 0.570 -0.717 0.0557
F -0.947 -5.513 0.300 0.0464
H -0.384 1.830 -2.452 -0.0216
F -5.418 -4.779 -3.265 0.1488
H -0.001 0.871 -6.715 0.1466
C 2.808 -4.377 0.020 0.0215
H -0.975 0.314 3.488 0.1029
H -1.632 -3.391 5.023 0.0714
C 3.997 -2.700 -1.305 -0.1104
H -3.793 -0.644 -4.188 0.0148
H 4.142 -2.043 -2.042 0.0637
O 1.752 -1.240 -3.308 -0.3132
H 1.947 -4.952 0.195 0.0870
```

Total charge: +1
Energy relative to the best compared isomer or geometry (same formula, charge and spin), kJ/mol: 339.2


# 2
Below is a structure of composition C39H66BF4N4O2SW at a distorted geometry, with properties calculated with ωB97M-V/def2-TZVPD.

The geometry in XYZ format:
```
118
Properties=species:S:1:pos:R:3:lowdin_charge:R:1
C 1.840 -1.602 -1.122 -0.0645
C -4.987 5.157 0.719 -0.0343
H -2.061 3.374 -2.333 0.0526
C -0.136 -2.572 -0.325 -0.0864
H 2.767 -1.090 -0.894 0.0695
C 1.398 -0.713 2.357 -0.1226
C 0.780 5.204 -0.875 -0.0305
C -4.929 0.078 1.553 0.0349
C 3.405 4.742 4.447 -0.5525
H -7.792 0.954 4.139 0.0899
H 5.086 3.387 4.338 0.0928
H -5.063 -1.433 5.083 0.0815
H -0.907 -0.735 3.910 0.1442
C 3.200 5.723 -0.618 -0.0506
H -0.002 4.450 -0.826 0.0309
H -5.059 2.268 4.590 0.0705
H 0.203 1.228 3.948 0.1432
H 2.941 6.576 0.007 0.0879
H -5.982 3.432 -0.968 0.0886
H -0.858 -1.816 2.510 0.1320
H -3.090 4.620 -3.076 0.1027
C -5.818 -0.238 -1.147 -0.0440
H -6.462 -0.882 -0.552 0.0887
H -0.575 -2.356 -1.303 0.1000
N -4.212 3.933 0.804 -0.1914
H -6.145 1.476 5.731 0.0893
H -5.949 0.179 1.234 0.0926
C 4.370 3.730 5.079 -0.0337
C -3.077 3.620 -2.633 -0.0663
H 2.094 -2.642 -1.358 0.1092
C 1.895 2.984 3.482 0.0199
H -6.746 -0.990 5.381 0.0894
F 4.127 1.580 1.457 0.2342
H -6.039 4.969 0.947 0.1008
H 1.637 5.860 5.024 0.0907
H -3.408 2.908 -3.390 0.0913
C 1.492 -1.858 1.317 -0.1200
C -5.746 0.303 3.961 -0.5501
H -6.028 -0.446 -2.194 0.0935
H -7.489 0.036 2.678 0.0832
H -4.896 5.601 -0.267 0.0867
H 1.013 -2.754 1.720 0.1219
B 3.968 0.724 0.441 -1.2251
C -4.092 -2.023 -0.961 -0.0187
C 0.119 1.360 2.861 -0.1003
C -5.324 1.314 5.037 -0.0370
C 2.529 3.518 -1.516 -0.0238
H 1.765 2.727 -1.589 0.0717
H 1.497 -1.140 3.363 0.1512
H -6.926 1.711 2.798 0.0852
C -5.362 3.671 -1.827 -0.0509
H 0.336 -3.561 -0.371 0.1105
C -3.960 -0.143 0.580 -0.0915
H 4.914 4.192 5.899 0.0877
H 1.391 -1.137 -2.008 0.1021
C -3.813 3.588 2.153 -0.0961
N 0.865 -1.535 -0.004 -0.3321
H -0.935 -2.595 0.414 0.0805
H 0.519 6.013 -0.199 0.0930
C -3.513 0.217 -1.921 -0.0349
C 2.790 4.588 1.969 0.0576
H -5.634 4.655 -2.216 0.0988
H -4.476 0.960 5.613 0.0758
C -3.497 3.445 -0.229 -0.6351
H 4.987 5.734 3.341 0.0897
H -3.037 -2.245 -0.823 0.0642
W 0.059 0.661 0.160 1.8015
H -4.656 -2.559 -0.201 0.0969
F 4.168 -0.570 0.799 0.1831
H 0.814 5.597 -1.888 0.0896
C -2.623 -0.242 1.006 -0.3149
H 2.821 5.655 6.318 0.0873
H 2.212 0.002 2.227 0.1093
C -4.339 -0.509 -0.852 -0.5096
O -1.602 -0.340 0.148 -0.3459
F 4.509 1.054 -0.731 0.2285
C 2.343 5.165 5.474 -0.0407
C -3.346 -0.104 3.316 0.0161
H -2.438 0.172 -1.716 0.0591
H -6.071 0.800 -0.948 0.0750
C 2.084 4.045 0.907 -0.0669
H 4.179 5.348 -0.332 0.0945
H 1.823 2.562 4.473 0.1163
H -4.398 -2.386 -1.939 0.0924
H -6.293 -1.796 3.870 0.0920
N 0.128 0.012 2.223 -0.2503
C -5.976 -1.069 4.617 -0.0328
H -4.616 3.851 2.838 0.0891
H 1.785 4.313 5.852 0.0740
F 2.368 0.757 0.158 -0.1338
C 2.149 4.614 -0.507 -0.5147
H -3.100 -0.166 4.365 0.1200
N -3.957 3.591 -1.486 -0.2131
C -2.343 -0.304 2.384 -0.1392
C 1.236 2.954 1.166 -0.2807
H 4.665 6.425 4.920 0.0883
S -1.982 2.748 0.131 0.8670
H 2.547 -2.094 1.173 0.1279
H -3.618 2.518 2.212 0.0497
H 3.437 5.424 1.783 0.0940
H 3.838 2.866 5.471 0.0768
H -0.887 1.775 2.655 0.1223
H -3.690 -0.238 -2.894 0.0962
C -4.654 0.137 2.914 -0.1731
C 2.700 4.094 3.266 -0.1455
H -3.812 1.257 -1.961 0.0449
H 3.471 3.059 -1.230 0.0819
C -7.066 0.781 3.347 -0.0515
H 2.649 3.954 -2.505 0.0916
C 4.198 5.988 4.042 -0.0552
H -5.571 2.939 -2.612 0.0958
H 3.545 6.738 3.603 0.0888
H -2.908 4.130 2.443 0.0929
H 3.261 6.074 -1.646 0.0899
C 1.153 2.400 2.463 -0.1242
C -0.974 -0.770 2.815 -0.0899
H -4.590 5.871 1.444 0.1022
O 0.490 2.423 0.201 -0.4411
```

Total charge: +1
2S+1: 3
E_tot, hartree: -2784.79303


> Which value of total charge does entry 2 give?

+1